Here is C4H5NO3 as an isolated structure at a distorted geometry from the OMol25 dataset. Energies are from ωB97M-V with the def2-TZVPD basis set.

Structure (XYZ):
```
13
Properties=species:S:1:pos:R:3:forces:R:3
C 0.8342 -0.0932 -1.2270 -0.89 -0.47 -1.60
C -0.1210 1.0156 0.6001 -2.27 0.00 0.20
N 0.1390 0.0210 1.5320 0.35 -0.13 0.27
C -0.3098 0.5367 -0.8207 3.32 1.51 1.27
O 1.5986 -0.9734 -0.5803 0.33 0.54 0.42
C -1.7726 -0.8456 -0.8577 -1.89 -1.71 0.34
O -0.2880 2.1751 0.9199 0.48 -0.34 -0.15
O -1.7482 -1.6410 -0.0266 0.35 0.55 -0.46
H 1.5803 -0.7760 0.3748 -0.13 -0.18 0.07
H 1.0724 -0.0913 -2.2832 0.08 -0.10 -0.11
H -0.2348 -0.9101 1.3619 -0.04 0.36 -0.08
H 0.0297 0.3329 2.4906 0.14 0.01 -0.19
H -0.7796 1.2494 -1.4838 0.18 -0.06 0.02
```
Forces are in eV/Å.

Computed properties:
highest occupied orbital energy = -8.89 eV
orbital gap = 0.331 Eh
LUMO = 0.12 eV
largest force on an atom = 3.86 eV/Å
energy relative to the best compared isomer or geometry (same formula, charge and spin) = 211.9 kJ/mol
electronic energy = -435.839811 Ha

Here is a 2-piece molecular cluster, C4H5NO3 overall at a distorted geometry from the OMol25 dataset. Energies are from ωB97M-V with the def2-TZVPD basis set.

Structure (XYZ):
```
13
Properties=species:S:1:pos:R:3:forces:R:3
C -1.1330 0.5526 0.2123 -5.14 -1.59 2.89
C -0.8603 -0.9222 1.0548 1.36 -1.62 -0.62
C 1.1232 -0.4849 -0.2800 -1.52 0.85 -0.36
C 0.2978 0.7940 -0.0143 3.96 3.14 1.83
H -1.5655 -0.0583 -1.5359 -3.08 1.21 1.56
H -1.5511 1.2095 1.0089 0.37 0.06 -1.09
H -1.7141 -2.0320 1.4936 2.33 4.11 -1.86
H -0.1060 -0.7121 2.0322 -2.10 -0.59 -2.74
H 0.1366 -2.4037 -0.2321 0.92 -2.36 0.01
N 0.0113 -1.4466 -0.2448 0.85 2.70 2.36
O -2.2549 0.4043 -0.8583 6.53 -1.38 -0.12
O 2.3170 -0.3644 -0.4296 -1.61 -2.02 -0.14
O 0.9573 1.7710 0.4267 -2.88 -2.51 -1.71
```
Forces are in eV/Å.

Computed properties:
highest occupied orbital energy = -10.18 eV
orbital gap = 0.339 Eh
LUMO = -0.96 eV
largest force on an atom = 6.67 eV/Å
energy relative to the best compared isomer or geometry (same formula, charge and spin) = 548.7 kJ/mol
electronic energy = -435.711511 Ha

Here is one molecule with the formula C4H5NO3 at a distorted geometry from the OMol25 dataset. Energies are from ωB97M-V with the def2-TZVPD basis set.

Structure (XYZ):
```
13
Properties=species:S:1:pos:R:3:forces:R:3
O -0.5262 0.2299 -2.3288 -0.87 -0.17 1.01
C -0.0576 0.2277 -1.2207 2.27 0.09 -0.64
C 1.4939 0.5870 -0.9894 -3.11 2.34 4.55
C 1.5652 0.2135 0.6498 0.28 -5.89 -3.76
C 0.2181 -0.3436 1.2188 1.31 4.22 -4.41
O -0.0709 -0.5883 2.3318 -0.77 -0.98 0.33
N -0.6680 -0.0565 0.0367 2.38 -0.55 1.76
O -1.9793 -0.2434 0.2618 -1.35 -4.68 -0.46
H 1.4778 1.8080 -0.8081 0.24 -3.05 -1.47
H 2.2591 0.2104 -1.6893 -0.75 0.13 0.50
H 1.9463 1.0122 1.0731 1.24 3.85 2.81
H 2.3351 -0.5903 0.7912 -0.56 0.55 -0.04
H -2.0497 -1.3386 0.3064 -0.32 4.14 -0.19
```
Forces are in eV/Å.

Computed properties:
highest occupied orbital energy = -10.01 eV
orbital gap = 0.381 Eh
LUMO = 0.35 eV
largest force on an atom = 6.99 eV/Å
energy relative to the best compared isomer or geometry (same formula, charge and spin) = 344.9 kJ/mol
electronic energy = -435.789143 Ha
SMILES string = O=C1CCC(=O)N1O

Here is one molecule with the formula C4H5NO3 at a distorted geometry from the OMol25 dataset. Energies are from ωB97M-V with the def2-TZVPD basis set.

Structure (XYZ):
```
13
Properties=species:S:1:pos:R:3:forces:R:3
O -2.7206 -0.0197 -0.1386 0.08 2.92 4.24
C -1.3209 -0.0260 -0.0057 -1.32 4.76 -0.71
C -0.5180 1.1832 -0.0571 -7.24 1.03 -1.02
C 0.6763 0.6927 -0.0532 7.01 0.06 1.97
O 1.8809 1.3761 -0.0009 1.44 3.90 1.67
C 0.6995 -0.6553 0.1108 4.46 -0.37 -0.60
O 1.8271 -1.4296 -0.1690 -1.86 -1.65 1.52
N -0.5302 -1.1126 0.1279 -5.19 -0.58 -0.31
H -2.9867 0.8077 0.6215 0.80 -3.87 -3.51
H -0.8092 2.2838 -0.2828 0.27 -2.38 0.61
H 1.9987 2.3241 0.6483 -1.45 -4.58 -2.85
H 1.5048 -2.3048 0.1874 1.35 0.90 -0.67
H -1.1169 -1.9047 0.4296 1.65 -0.14 -0.34
```
Forces are in eV/Å.

Computed properties:
highest occupied orbital energy = -6.90 eV
orbital gap = 0.268 Eh
LUMO = 0.40 eV
largest force on an atom = 7.39 eV/Å
energy relative to the best compared isomer or geometry (same formula, charge and spin) = 451.4 kJ/mol
electronic energy = -435.748590 Ha
SMILES string = Oc1cc(O)c(O)[nH]1

Here is a 2-piece molecular cluster, C4H5NO3 overall at a distorted geometry from the OMol25 dataset. Energies are from ωB97M-V with the def2-TZVPD basis set.

Structure (XYZ):
```
13
Properties=species:S:1:pos:R:3:forces:R:3
C 0.5163 0.1877 -1.7235 -1.49 -4.15 1.29
C 0.5435 0.1101 -0.2901 0.25 -0.17 0.79
C -3.3182 0.7759 -0.9955 0.97 0.41 0.83
C 0.1902 -1.1061 0.2203 0.40 0.90 0.68
N 0.1485 -1.4220 1.5745 -0.46 3.74 -2.61
O 0.9855 1.1694 0.5428 -0.43 -1.07 2.51
O -2.5085 1.1320 -0.2833 -1.00 -0.39 -0.83
O 0.8410 1.2346 -2.3219 0.41 1.39 -2.54
H -0.0526 -1.8721 -0.4944 -0.08 -0.15 -0.01
H 0.9549 0.8963 1.5583 0.19 0.99 -3.46
H 0.3524 -0.6586 2.2109 0.02 -1.14 0.23
H 0.2440 -2.3509 1.7398 0.34 -2.78 1.47
H 1.1030 1.9038 -1.7379 0.88 2.41 1.64
```
Forces are in eV/Å.

Computed properties:
highest occupied orbital energy = -7.74 eV
orbital gap = 0.294 Eh
LUMO = 0.25 eV
largest force on an atom = 4.59 eV/Å
energy relative to the best compared isomer or geometry (same formula, charge and spin) = 418.9 kJ/mol
electronic energy = -435.760942 Ha

Here is one molecule with the formula C4H5NO3 at a distorted geometry from the OMol25 dataset. Energies are from ωB97M-V with the def2-TZVPD basis set.

Structure (XYZ):
```
13
Properties=species:S:1:pos:R:3:forces:R:3
O 2.5244 0.4924 -0.0415 0.02 0.23 -0.09
C 1.3729 0.1190 -0.0460 -0.47 -1.58 0.63
N 0.9078 -1.1957 0.0839 1.02 -0.08 -0.46
C -0.5162 -1.3404 -0.0757 0.20 0.48 0.86
C -0.9143 0.0972 0.0342 -0.06 1.00 -0.56
O -2.2273 0.4077 0.1190 0.12 0.07 -0.07
C 0.1532 0.9230 -0.0568 -0.81 -0.14 -0.11
O 0.1718 2.2860 -0.1376 -0.11 -0.42 0.18
H 1.4993 -1.9885 0.2715 0.17 0.27 -0.23
H -0.7969 -1.7896 -1.0331 -0.04 0.15 -0.01
H -0.9531 -1.9393 0.7306 0.01 0.08 -0.06
H -2.3152 1.3683 0.1758 -0.03 -0.04 -0.05
H 1.0937 2.5597 -0.0241 -0.01 -0.02 -0.03
```
Forces are in eV/Å.

Computed properties:
highest occupied orbital energy = -8.68 eV
orbital gap = 0.343 Eh
LUMO = 0.65 eV
largest force on an atom = 1.77 eV/Å
energy relative to the best compared isomer or geometry (same formula, charge and spin) = 51.7 kJ/mol
electronic energy = -435.900829 Ha
SMILES string = O=C1NCC(O)=C1O

Here is one molecule with the formula C4H5NO3 at a distorted geometry from the OMol25 dataset. Energies are from ωB97M-V with the def2-TZVPD basis set.

Structure (XYZ):
```
13
Properties=species:S:1:pos:R:3:forces:R:3
C -0.4239 -0.9015 -0.3472 -0.40 -3.13 -0.58
C 0.0098 -0.8409 0.8860 -0.46 0.87 -1.05
C -0.4081 -0.0455 -1.4840 0.39 0.29 -1.38
C 0.1371 0.6130 1.0073 -0.81 1.29 3.06
N 1.2448 1.2635 0.6291 2.01 0.69 -0.01
O -1.6018 0.1506 -2.1070 0.35 0.17 -0.09
O 0.6083 0.4575 -1.9265 -1.05 -0.26 -0.02
O 0.1900 -1.7437 1.8675 0.06 0.27 -0.07
H -0.7458 1.2171 1.1750 0.07 -0.18 0.04
H 1.1545 2.0991 0.0631 0.04 -0.20 0.18
H 2.0495 0.6977 0.3890 -0.24 0.22 -0.18
H -2.3063 -0.3329 -1.6598 0.10 -0.05 0.16
H 0.0920 -2.6339 1.5076 -0.06 0.02 -0.06
```
Forces are in eV/Å.

Computed properties:
highest occupied orbital energy (alpha / beta) = -5.83 / -9.52 eV
orbital gap (alpha / beta) = 0.232 / 0.278 Eh
LUMO (alpha / beta) = 0.47 / -1.95 eV
largest force on an atom = 3.42 eV/Å
2S+1 = 3
energy relative to the best compared isomer or geometry (same formula, charge and spin) = 189.0 kJ/mol
electronic energy = -435.710116 Ha
⟨S²⟩ = 2.015

Here is one molecule with the formula C4H5NOS at a distorted geometry from the OMol25 dataset. Energies are from ωB97M-V with the def2-TZVPD basis set.

Structure (XYZ):
```
12
Properties=species:S:1:pos:R:3:forces:R:3
O 2.2579 0.0022 -0.4329 0.60 1.68 -0.87
C 1.1729 -0.3421 -1.2789 -0.59 -0.54 1.70
C -0.0636 -0.0415 -0.4624 0.68 -0.50 0.62
N -0.4903 -0.9266 0.3945 -0.96 1.68 0.62
C -1.3890 -0.3155 1.3038 0.27 0.76 -2.03
C -1.6056 1.0316 1.0583 -0.40 0.32 -0.14
S -0.6139 1.6138 -0.2294 -0.02 -1.72 -0.01
H 2.6464 -0.7071 0.0654 -0.31 -0.78 0.00
H 1.2557 -1.3967 -1.5067 -0.49 -0.20 -0.34
H 1.0851 0.2540 -2.1578 0.91 0.51 -0.79
H -1.9123 -1.0031 1.9336 -0.27 0.20 0.57
H -2.3433 1.8310 1.3125 0.57 -1.40 0.69
```
Forces are in eV/Å.

Computed properties:
highest occupied orbital energy = -9.19 eV
orbital gap = 0.367 Eh
LUMO = 0.79 eV
largest force on an atom = 2.19 eV/Å
energy relative to the best compared isomer or geometry (same formula, charge and spin) = 105.9 kJ/mol
electronic energy = -683.567591 Ha
SMILES string = OCc1nccs1

Here is one molecule with the formula C4H5NOS at a distorted geometry from the OMol25 dataset. Energies are from ωB97M-V with the def2-TZVPD basis set.

Structure (XYZ):
```
12
Properties=species:S:1:pos:R:3:forces:R:3
O 2.9112 -0.0626 -0.2222 -2.47 -2.98 0.11
C 2.0927 -0.9945 -0.0207 2.07 3.16 1.16
N 0.6826 -0.7297 0.1797 3.89 -1.63 -0.29
C 0.2822 0.5242 -0.0475 -1.19 3.37 -3.02
C -1.0281 1.0551 -0.2386 1.31 0.49 2.87
C -2.3145 0.4931 0.2431 1.91 -2.61 -2.87
S -2.3843 -1.1556 -0.2380 -1.22 1.85 1.56
H 2.5300 -2.0079 0.2404 -1.23 0.71 -0.59
H 0.1845 -1.5844 0.2982 -1.27 0.16 0.02
H 1.2531 1.1943 -0.4240 -2.89 -1.71 1.40
H -1.0412 2.1388 -0.3512 0.25 -0.10 -0.17
H -3.1681 1.1290 0.5807 0.85 -0.70 -0.18
```
Forces are in eV/Å.

Computed properties:
highest occupied orbital energy = -8.38 eV
orbital gap = 0.269 Eh
LUMO = -1.06 eV
largest force on an atom = 4.67 eV/Å
energy relative to the best compared isomer or geometry (same formula, charge and spin) = 255.2 kJ/mol
electronic energy = -683.510726 Ha
SMILES string = O=CN/C=C\C=S

Here is one molecule with the formula C4H5NOS at a distorted geometry from the OMol25 dataset. Energies are from ωB97M-V with the def2-TZVPD basis set.

Structure (XYZ):
```
12
Properties=species:S:1:pos:R:3:forces:R:3
O -0.1154 2.3292 -0.2997 4.90 -1.63 2.04
C -0.2322 0.9324 -0.0939 5.38 1.06 -1.32
C -1.3144 0.3223 0.2011 -5.05 -0.89 -1.72
N -1.3242 -1.0761 -0.1833 -2.83 1.62 3.37
C 0.0425 -1.3932 -0.3838 -1.25 4.39 0.77
C 0.7290 -0.1531 -0.3915 1.04 -0.72 1.00
S 2.5780 0.0093 -0.1102 -1.60 -1.86 2.32
H 0.9534 2.4938 0.0011 -4.35 -0.36 -1.33
H -2.1461 1.0199 0.0306 -0.82 -1.14 0.76
H -2.3166 -1.4119 0.4092 4.52 -0.32 -2.53
H 0.4705 -2.3218 -0.4981 0.44 -1.96 -0.14
H 2.6755 -0.7508 1.3185 -0.37 1.80 -3.22
```
Forces are in eV/Å.

Computed properties:
highest occupied orbital energy = -8.79 eV
orbital gap = 0.330 Eh
LUMO = 0.18 eV
largest force on an atom = 5.64 eV/Å
energy relative to the best compared isomer or geometry (same formula, charge and spin) = 412.7 kJ/mol
electronic energy = -683.450724 Ha
SMILES string = Oc1c[nH]cc1S

Here is one molecule with the formula C4H5NOS at a distorted geometry from the OMol25 dataset. Energies are from ωB97M-V with the def2-TZVPD basis set.

Structure (XYZ):
```
12
Properties=species:S:1:pos:R:3:forces:R:3
C -1.2283 2.1229 -0.0282 -0.58 0.74 0.05
C -0.6892 1.0483 0.0160 0.19 0.54 -0.34
C 0.0464 -0.1779 -0.0213 -0.08 -1.02 0.82
C 1.5979 -0.1294 -0.0104 -0.95 0.04 0.25
O 2.1158 -1.4167 -0.0343 0.52 -0.17 -0.36
N -0.5120 -1.3422 0.0257 0.27 0.90 -0.43
S -2.1824 -1.6173 -0.0286 0.70 -0.17 0.14
H -1.7547 3.0854 -0.0578 0.60 -1.06 0.05
H 1.8927 0.4745 -0.8829 0.14 -0.20 0.16
H 1.9800 0.3425 0.9096 -0.43 0.35 -0.29
H 1.3671 -2.0214 -0.0061 -0.25 -0.27 -0.04
H -2.6334 -0.3687 0.1183 -0.15 0.33 -0.02
```
Forces are in eV/Å.

Computed properties:
highest occupied orbital energy = -9.17 eV
orbital gap = 0.343 Eh
LUMO = 0.15 eV
largest force on an atom = 1.31 eV/Å
energy relative to the best compared isomer or geometry (same formula, charge and spin) = 291.2 kJ/mol
electronic energy = -683.496989 Ha
SMILES string = C#C/C(CO)=N\S

Here is C4H5NOS as an isolated structure at a distorted geometry from the OMol25 dataset. Energies are from ωB97M-V with the def2-TZVPD basis set.

Structure (XYZ):
```
12
Properties=species:S:1:pos:R:3:forces:R:3
C -0.6000 -0.7362 -0.1487 1.40 1.62 0.38
C 0.4617 0.1764 -0.1459 -2.37 -1.26 0.90
C 0.2452 1.5502 0.0542 2.17 5.85 0.20
C 1.7322 -0.4460 0.0385 0.36 -4.51 -0.21
H -2.6270 -1.2862 -0.2978 1.62 1.53 0.50
H -2.0787 0.4372 0.0299 -1.13 -0.66 -0.53
H -0.3445 -1.7003 0.0014 0.95 -3.27 -0.26
H -0.7926 2.2029 0.7489 2.48 -2.34 -2.07
H 1.2873 -1.5512 0.2494 2.24 1.85 -0.27
N -1.8811 -0.5494 -0.1630 -2.59 1.29 -0.10
O 1.2197 2.2778 -0.2588 -3.29 -1.00 1.15
S 3.3779 -0.3753 -0.1080 -1.83 0.89 0.30
```
Forces are in eV/Å.

Computed properties:
highest occupied orbital energy = -8.00 eV
orbital gap = 0.286 Eh
LUMO = -0.21 eV
largest force on an atom = 6.24 eV/Å
energy relative to the best compared isomer or geometry (same formula, charge and spin) = 381.5 kJ/mol
electronic energy = -683.462620 Ha

Which formula does entry 8 have? C4H5NOS

Which of these has the highest largest force on an atom? number 4

Which of these has the lowest electronic energy? number 8